{
  "formula": "C5H7NO",
  "method": "ωB97M-V/def2-TZVPD",
  "species": ["C", "C", "C", "C", "N", "C", "O", "H", "H", "H", "H", "H", "H", "H"],
  "coordinates": [[-1.014, -1.621, -1.763], [-0.169, -0.825, -1.441], [0.848, 0.123, -0.978], [0.275, 1.161, 0.006], [-0.588, 0.582, 1.016], [-0.068, -0.221, 1.984], [1.121, -0.366, 2.189], [-1.745, -2.343, -2.053], [1.296, 0.643, -1.833], [1.646, -0.434, -0.475], [1.109, 1.655, 0.513], [-0.303, 1.922, -0.526], [-1.558, 0.440, 0.772], [-0.850, -0.717, 2.590]],
  "charge": 0,
  "orbital_gap_ev": 10.73,
  "de_lowest_kcal_mol": 39.6,
  "e_tot_ev": -8834.4848,
  "spin_multiplicity": 1
}